[1]
4 unconnected molecules or ions with the total composition C32H60N9O8 in a non-equilibrium geometry, computed with the ωB97M-V functional and the def2-TZVPD basis.

HOMO = -0.409 Eh
max |F| = 5.5 eV/A
LUMO level = -3.30 eV

```
! RIJCOSX wB97M-V def2-TZVPD def2/J DEFGRID3
* xyz 1 1
C 1.96827 -3.82159 -0.01106
C 1.27757 -3.75781 1.45428
C 1.51750 -2.32267 2.20156
C 0.39853 -1.32440 1.54105
C -0.92475 -1.51025 2.38848
C -2.22985 -0.66352 2.17669
C -2.52998 0.31965 0.98951
C -1.35978 0.92504 0.08000
C -0.99148 0.07415 -1.22994
O -1.03140 1.00536 -2.36928
C 0.17867 1.78513 -2.38210
O 1.22924 1.27818 -2.88189
C 0.31853 3.24827 -1.79261
C 1.76970 3.79596 -1.50606
C 2.01014 5.22927 -0.92789
C 0.81930 6.21125 -0.59847
C -0.61033 5.65306 -0.90486
C -0.84892 4.22555 -1.49132
N -1.74118 -1.18617 -1.44159
C -1.28760 -1.79014 -2.73786
N 0.18944 -2.11748 -2.75440
C -3.24372 -1.11283 -1.26386
C -3.91269 -2.59653 -1.10997
C -3.48060 -3.40500 0.21190
C -4.72526 -3.74771 1.21480
C -4.25585 -3.84049 2.76597
N -5.24447 -4.74522 3.46267
C -5.15542 -4.62216 4.93471
C -5.20597 -3.26101 5.77321
O -5.06637 -5.70323 5.59529
C -3.99409 -0.47576 -2.57745
C -4.43253 -1.48396 -3.71819
O -4.78168 -0.82406 -4.97089
C -4.31556 -1.73844 -5.99571
O -3.10522 -1.58958 -6.32950
C -3.70519 -0.10719 -0.07548
C -5.11754 -0.42276 0.59226
H 1.12443 -3.70458 -0.79628
H 2.42624 -4.86547 -0.17061
H 2.72118 -2.96960 -0.10432
H 0.14885 -3.96379 1.27492
H 1.63220 -4.63788 2.11542
H 2.58688 -2.00980 1.95498
H 1.31319 -2.52054 3.30752
H 0.83564 -0.26542 1.71944
H 0.36632 -1.62350 0.43936
H -0.59032 -1.40401 3.49646
H -1.18658 -2.64190 2.32328
H -3.11325 -1.42214 2.18885
H -2.41687 -0.08464 3.16884
H -3.00719 1.27264 1.46582
H -0.40782 1.16692 0.69161
H -1.72765 1.96173 -0.28364
H 0.13950 -0.15344 -1.10821
H 2.70778 3.16069 -1.71026
H 3.05586 5.65822 -0.72929
H 1.01074 7.26929 -0.18814
H -1.48061 6.36249 -0.66373
H -1.93217 3.91594 -1.65944
H -1.42251 -1.85247 -0.69455
H -1.78529 -2.80609 -2.98141
H -1.52594 -1.14089 -3.66590
H 0.64632 -1.45277 -3.41627
H 0.29783 -3.03606 -3.23251
H -5.05383 -2.57086 -1.13906
H -3.60430 -3.30527 -1.97319
H -3.09197 -4.45780 -0.08533
H -2.59789 -2.91298 0.73835
H -5.08205 -4.82038 0.95549
H -5.63238 -3.07690 1.05035
H -3.17717 -4.22398 2.88110
H -4.38222 -2.79642 3.21770
H -6.16743 -4.38598 3.16862
H -5.71333 -3.35700 6.79156
H -4.11039 -2.90788 5.89340
H -5.73323 -2.42868 5.16635
H -3.40815 0.38171 -3.05163
H -4.97336 0.00298 -2.18275
H -5.39312 -2.02830 -3.36017
H -3.68754 -2.33403 -3.95307
H -4.97015 -2.55861 -6.45498
H -3.87328 0.91745 -0.60261
H -5.56613 0.60232 0.89888
H -5.10621 -1.04852 1.54094
H -5.88255 -0.84862 -0.16182
C 4.58194 0.03827 0.85273
O 4.05363 -0.80333 1.57196
N 5.86459 -0.04918 0.44687
N 3.91864 1.13549 0.40198
H 6.31387 0.62959 -0.13958
H 6.39134 -0.84813 0.76053
H 2.95714 1.23881 0.68306
H 4.33226 1.83568 -0.18684
C 7.68379 2.78643 1.23284
O 7.74386 1.67958 0.71187
N 6.60783 3.19892 1.94862
N 8.68326 3.69338 1.14050
H 6.53833 4.10116 2.38388
H 5.84138 2.55071 2.04123
H 9.50038 3.42392 0.61653
H 8.65248 4.60626 1.56036
C 8.72778 6.93656 -1.30297
O 9.04392 7.03708 -0.12701
N 9.29890 7.68163 -2.27969
N 7.77788 6.07003 -1.73211
H 9.05355 7.61407 -3.25072
H 10.01011 8.33772 -1.99974
H 7.33070 5.49843 -1.03387
H 7.50290 5.97085 -2.69251
*
```



[2]
3 unconnected molecules or ions with the total composition C32H62F7NO14P2S3 in a non-equilibrium geometry, computed with the ωB97M-V functional and the def2-TZVPD basis.

SMILES = [H]/N=C/C[C@@]1(S(=O)(=O)C(F)(F)C(F)(F)C(F)(F)F)O[C@](CCCCCCCC)(CCCCOC)C[C@]1(CCCS)C[SH](=O)=O.COP(=O)(OC)OC.COP(=O)(OC)OC
HOMO = -0.331 Eh
max |F| = 3.6 eV/A
LUMO level = 0.26 eV

```
! RIJCOSX wB97M-V def2-TZVPD def2/J DEFGRID3
* xyz 0 1
C 7.54429 -2.51253 1.96104
C 6.47569 -1.68973 1.17960
C 5.67847 -2.59994 0.21101
C 5.02463 -1.78405 -0.94226
C 3.50054 -1.58274 -0.68520
C 3.11832 -0.08531 -0.75070
C 1.65760 0.14478 -1.26008
C 0.84198 0.97693 -0.26513
C -0.60260 1.27579 -0.71270
C -0.52497 2.13660 -1.99397
C 0.30241 3.43936 -1.88163
C 0.14666 4.20852 -0.56584
C 1.19498 5.32115 -0.44829
O 2.41796 4.71890 -0.01760
C 3.28107 5.65476 0.57048
C -1.44251 0.06171 -1.16457
C -2.26417 -0.33742 0.11711
C -1.26422 -1.25174 0.87544
C -1.86224 -2.44274 1.67047
C -3.12949 -2.15208 2.49437
S -2.91769 -2.58443 4.25415
C -3.43993 -1.12457 -0.54922
S -2.91517 -2.57017 -1.53718
O -3.57253 -3.73062 -1.00463
O -3.22590 -2.33753 -2.91317
C -2.58034 1.08889 0.74400
C -2.42916 1.27944 2.27709
C -3.69141 1.53689 3.07111
N -4.35662 0.66957 3.67983
S -3.77089 2.20375 -0.16538
O -3.26724 3.52006 0.03654
O -3.80028 1.96073 -1.57283
C -5.55071 2.30986 0.35993
F -5.76750 2.97227 1.47600
F -6.01677 3.16474 -0.56253
C -6.47912 1.05710 0.19453
F -6.12898 0.27366 -0.81962
F -7.68392 1.53414 -0.12579
C -6.74351 0.15161 1.42883
F -5.78396 -0.72342 1.66462
F -7.03128 0.80278 2.53609
F -7.82417 -0.56557 1.12295
O -1.37076 1.76287 0.37319
H 7.66650 -3.50536 1.52679
H 7.20708 -2.60883 2.99287
H 8.49826 -1.98800 1.90462
H 6.95978 -0.89463 0.61610
H 5.75965 -1.27099 1.89177
H 4.90628 -3.13740 0.76756
H 6.35943 -3.35778 -0.18778
H 5.49664 -0.80321 -1.01737
H 5.21503 -2.31918 -1.87495
H 3.21148 -1.94626 0.30473
H 2.96761 -2.17042 -1.43738
H 3.30594 0.44232 0.18756
H 3.78910 0.35859 -1.49150
H 1.23542 -0.85792 -1.37799
H 1.74368 0.58388 -2.25438
H 1.40158 1.89476 -0.07312
H 0.85654 0.42061 0.67691
H -1.50717 2.41113 -2.38156
H -0.06044 1.53173 -2.77518
H 1.37146 3.28702 -2.06641
H -0.04244 4.10111 -2.68429
H -0.82620 4.69767 -0.46926
H 0.29029 3.58780 0.31738
H 1.34782 5.85351 -1.39471
H 0.86258 5.97740 0.36584
H 3.79365 6.26946 -0.18513
H 2.76377 6.32750 1.26751
H 4.06249 5.14396 1.13707
H -0.77913 -0.69723 -1.58234
H -2.04642 0.31836 -2.03620
H -0.52851 -1.70327 0.21176
H -0.65235 -0.69472 1.58576
H -1.08189 -2.75961 2.37259
H -2.03914 -3.31912 1.04519
H -3.93001 -2.79171 2.11397
H -3.47692 -1.13055 2.36351
H -3.79928 -1.74980 4.84725
H -3.85694 -0.46678 -1.31191
H -4.18059 -1.53404 0.13731
H -1.57072 -2.74905 -1.39479
H -1.91482 0.44064 2.74648
H -1.79416 2.14829 2.43159
H -4.00004 2.58671 3.17045
H -5.15576 1.09942 4.14363
C -10.46076 -3.78038 -2.24451
O -9.48826 -4.79597 -2.50476
P -8.57220 -5.29829 -1.29502
O -9.20649 -5.23663 0.01666
O -7.22312 -4.46677 -1.43606
C -7.23398 -3.08572 -1.08539
O -8.13356 -6.73603 -1.75533
C -7.28719 -6.88989 -2.90260
H -11.17768 -3.78622 -3.06247
H -10.98976 -3.97470 -1.31246
H -9.98405 -2.80025 -2.20049
H -7.91342 -2.89372 -0.25374
H -7.52978 -2.49110 -1.95199
H -6.22528 -2.80061 -0.79178
H -7.31851 -6.01738 -3.55316
H -7.62520 -7.75956 -3.46195
H -6.26415 -7.05470 -2.56851
C 8.37157 3.93735 0.38561
O 9.27475 3.06540 -0.30137
P 9.61108 1.64855 0.35422
O 8.53351 1.07452 1.15216
O 10.98086 1.87766 1.13256
C 10.95910 2.63293 2.34394
O 10.05746 0.78266 -0.87962
C 11.25759 1.11512 -1.59025
H 8.02414 4.68494 -0.32375
H 7.51141 3.38842 0.76667
H 8.88142 4.44113 1.20759
H 10.03386 2.46651 2.89716
H 11.07041 3.69415 2.11543
H 11.79910 2.31515 2.95637
H 11.55740 2.14861 -1.42404
H 11.07756 0.96660 -2.65253
H 12.05659 0.44994 -1.26672
*
```



[3]
A molecular structure, C32H63Be2Br2Cl4F4N4NaO10 in a non-equilibrium geometry, computed with the ωB97M-V functional and the def2-TZVPD basis.

relative energy (zero: lowest compared OMol25 entry of this formula, charge and spin) = 69.2 kcal/mol
HOMO = -0.192 Eh
max |F| = 6.6 eV/A
LUMO level = -3.72 eV

```
! RIJCOSX wB97M-V def2-TZVPD def2/J DEFGRID3
* xyz 0 1
C -4.98829 -0.73053 2.08807
C -3.62068 -1.13221 1.42225
C -3.75894 -1.94312 0.09131
C -3.79476 -1.01319 -1.18864
C -2.33782 -0.81306 -1.78340
C -1.91815 -2.05011 -2.65509
C -0.38974 -2.43642 -2.63689
C 0.50757 -1.54060 -3.57881
C 0.66076 -0.08177 -2.94843
C -0.10829 1.01589 -3.76008
C -0.07088 2.43666 -3.09255
C -0.67370 2.34206 -1.66258
C -0.64279 3.66225 -0.82261
C 0.00154 3.50478 0.58648
C -0.52913 2.25728 1.37399
C 0.49516 1.63325 2.36260
C 1.48187 0.61578 1.62392
N 2.09878 1.31301 0.48833
C 2.58876 0.25721 2.68553
C 3.40638 -1.05103 2.39668
C 4.91415 -0.84514 2.03639
F 5.65495 -0.38849 3.15078
Br 5.26524 0.32901 0.50708
C 5.47574 -2.28779 1.63423
F 5.08850 -3.24870 2.53563
F 6.85431 -2.30268 1.63397
Br 4.90861 -2.87132 -0.15808
C 0.60449 -0.59090 1.15878
O -0.37753 -0.98187 1.79227
O 0.94498 -1.17787 0.03432
H -5.49177 0.01668 1.42565
H -4.75456 -0.27968 3.08531
H -5.59858 -1.64505 2.26797
H -3.02941 -1.74639 2.15442
H -3.06389 -0.17215 1.23879
H -2.85386 -2.59952 -0.01044
H -4.63631 -2.63175 0.15448
H -4.38656 -1.56455 -1.97185
H -4.28641 -0.03643 -0.93950
H -1.62370 -0.63117 -0.93524
H -2.36038 0.12016 -2.40432
H -2.46556 -2.93181 -2.21988
H -2.28730 -1.95751 -3.71019
H -0.00903 -2.46332 -1.58873
H -0.30598 -3.48422 -3.04343
H 0.11981 -1.47778 -4.62406
H 1.53996 -1.97474 -3.52734
H 0.32121 -0.18629 -1.88990
H 1.73957 0.22665 -2.88944
H -1.15158 0.62608 -3.96679
H 0.38452 1.10566 -4.76807
H -0.75099 3.11807 -3.71260
H 0.92844 2.92525 -3.08695
H -1.75321 1.99265 -1.65597
H -0.08223 1.57620 -1.09625
H -0.02160 4.39966 -1.40393
H -1.67939 4.10350 -0.75378
H -0.29497 4.41095 1.18792
H 1.11238 3.56856 0.51598
H -1.39358 2.62660 1.99853
H -0.95876 1.45203 0.72752
H 1.12140 2.42980 2.83731
H 0.00665 1.06461 3.19169
H 2.48106 0.66872 -0.20047
H 2.77761 2.00840 0.78901
H 3.28439 1.12952 2.73344
H 2.11332 0.17764 3.69314
H 3.40498 -1.64046 3.35389
H 2.96788 -1.72068 1.61925
Be -2.36494 2.21877 -3.55630
O 8.88639 -5.47366 1.20300
C 9.87902 -5.08738 1.86007
C 9.74427 -3.38210 2.06614
O 10.74668 -2.97517 2.71850
H 10.88001 -5.23056 1.41830
H 10.00477 -5.47513 2.88529
H 8.75169 -3.22533 2.51571
H 9.60309 -2.97712 1.04831
Be 5.50615 -1.40140 5.09303
O 12.29763 -1.61833 0.55913
H 11.60291 -2.07146 1.07511
C 4.19151 3.35215 4.87534
Cl 4.02888 3.50379 3.10505
Cl 5.21087 1.94500 5.25498
Cl 4.95322 4.81714 5.51543
Cl 2.59689 3.14992 5.59823
C -3.34787 -4.26561 3.92176
O -3.78895 -3.35726 3.24162
N -2.18152 -4.22462 4.59776
C -1.71289 -5.34268 5.39022
C -1.36950 -3.01705 4.52686
H -3.88606 -5.22166 4.03951
H -1.59702 -5.02390 6.42857
H -0.74797 -5.67824 5.00322
H -2.42072 -6.17032 5.34861
H -1.94696 -2.17098 4.90350
H -1.10210 -2.81833 3.48684
H -0.46450 -3.13477 5.12064
Na -3.45394 4.38362 -0.99236
F 12.27786 -2.88389 -0.99569
N 1.70096 3.31038 9.04318
O 2.41585 4.31298 8.83163
O 1.83431 2.65786 10.09457
O 0.84915 2.96164 8.19301
C -6.77527 3.36946 -8.26431
C -7.29153 2.52665 -7.10726
C -7.03367 3.14641 -5.73321
O -5.66760 2.98863 -5.39113
C -4.83937 4.12804 -5.64852
N -6.56937 1.20861 -7.12555
H -5.68513 3.38705 -8.31001
H -7.13115 2.96795 -9.21591
H -7.13270 4.39553 -8.18331
H -8.35405 2.32029 -7.24558
H -7.60129 2.58366 -4.98574
H -7.36842 4.18385 -5.67490
H -5.39509 5.06762 -5.61599
H -4.35315 4.01537 -6.61956
H -4.06130 4.14991 -4.88520
H -6.47579 0.80509 -8.05903
H -7.01929 0.52161 -6.51419
H -5.62762 1.36369 -6.72993
*
```



[4]
A molecular structure, C32H64AlKO28P in a non-equilibrium geometry, computed with the ωB97M-V functional and the def2-TZVPD basis.

relative energy (zero: lowest compared OMol25 entry of this formula, charge and spin) = 95.1 kcal/mol
HOMO = -0.434 Eh
max |F| = 4.6 eV/A
LUMO level = -6.81 eV

```
! RIJCOSX wB97M-V def2-TZVPD def2/J DEFGRID3
* xyz 1 1
Al 4.43933 9.68890 -20.18582
K 3.32934 16.80109 -22.04819
P 5.74112 13.33394 -21.60717
O 6.22586 14.68456 -22.16147
O 5.66225 12.11549 -22.63935
O 4.26777 13.35604 -21.07177
O 6.55005 12.68967 -20.46728
C 1.26392 18.25813 -29.86301
C 0.87310 16.99010 -29.15594
O 2.03227 16.21654 -28.91315
C 2.57595 16.20536 -27.72517
O 2.03119 16.61069 -26.70904
O 3.73046 15.49642 -27.86744
C 4.55730 15.34701 -26.71899
H 0.46879 18.95400 -30.13065
H 1.61651 17.97836 -30.85574
H 2.01391 18.73883 -29.23488
H 0.09775 16.47730 -29.72513
H 0.41732 17.23120 -28.19561
H 4.88234 16.35153 -26.44809
H 5.56936 14.99916 -26.92591
H 4.20352 14.83255 -25.82553
C 15.52743 9.74880 -17.08268
C 14.00424 9.68568 -17.51960
O 13.68312 11.00380 -18.08289
C 12.45429 11.40385 -18.07205
O 11.44835 10.73988 -17.79194
O 12.48814 12.60505 -18.54410
C 11.31846 13.29296 -18.94943
H 15.83222 8.80101 -16.63896
H 15.70238 10.54267 -16.35654
H 16.18015 10.04147 -17.90511
H 13.41569 9.43077 -16.63829
H 13.88327 8.87333 -18.23621
H 11.67596 14.27570 -19.25686
H 10.56836 13.45170 -18.17466
H 10.80367 12.87037 -19.81228
C -3.43869 8.87808 -18.43202
C -2.03025 9.27747 -18.89411
O -2.22591 10.39454 -19.71914
C -1.13440 11.05651 -20.03663
O 0.06718 10.80708 -19.71146
O -1.50782 11.97907 -20.96400
C -0.55742 12.92911 -21.56520
H -3.65699 9.37983 -17.48932
H -3.55335 7.80174 -18.30381
H -4.29202 9.11437 -19.06771
H -1.68691 8.44640 -19.51018
H -1.27478 9.47847 -18.13453
H 0.30445 12.33057 -21.86022
H -0.30535 13.67198 -20.80842
H -1.01528 13.38672 -22.44216
C -2.18951 8.70643 -24.05110
C -1.08540 7.65564 -24.41649
O -0.19300 8.25986 -25.38986
C 0.88983 8.92441 -24.98463
O 1.39294 8.91200 -23.85542
O 1.33315 9.64190 -26.01140
C 2.51642 10.42825 -25.82763
H -2.81390 9.06771 -24.86823
H -1.69247 9.61710 -23.71685
H -2.78059 8.26329 -23.24962
H -1.56602 6.74549 -24.77527
H -0.54520 7.30934 -23.53538
H 2.52279 11.12912 -24.99286
H 2.70993 11.08513 -26.67567
H 3.36695 9.74671 -25.81327
C 9.48383 2.90124 -21.33334
C 8.60127 4.12680 -21.49831
O 9.38378 5.32362 -21.64937
C 8.89032 6.53237 -21.26448
O 7.77518 6.75898 -20.73054
O 9.69441 7.43115 -21.75060
C 9.40003 8.80681 -21.71815
H 10.03753 2.64480 -22.23652
H 8.97272 1.98363 -21.04205
H 10.29171 3.11167 -20.63252
H 7.85068 4.16304 -20.70874
H 8.05985 3.93389 -22.42445
H 8.75093 9.20692 -22.49705
H 10.38117 9.25247 -21.88201
H 9.17726 9.19267 -20.72337
C 11.10945 12.05613 -29.31812
C 10.07226 11.73563 -28.26524
O 10.18795 12.54421 -27.15891
C 11.04730 12.27065 -26.12847
O 11.91642 11.36568 -26.14494
O 10.88664 13.20230 -25.13526
C 9.58724 13.79142 -24.89325
H 10.81212 11.49197 -30.20210
H 12.06978 11.84829 -28.84622
H 11.02693 13.11819 -29.54898
H 10.11782 10.67240 -28.02951
H 9.05965 11.84593 -28.65328
H 9.52751 14.22551 -23.89520
H 8.93642 12.91706 -24.89724
H 9.24663 14.50453 -25.64396
C 1.11745 10.73015 -12.75016
C 1.66483 10.78254 -14.08466
O 2.52511 11.85591 -14.26813
C 3.29450 11.88202 -15.39798
O 3.20495 11.08812 -16.35597
O 4.14194 12.91332 -15.20565
C 5.31016 13.05280 -16.00114
H 0.46712 11.57167 -12.51135
H 1.86343 10.55369 -11.97526
H 0.41332 9.89835 -12.72983
H 0.79927 10.67072 -14.73765
H 2.17108 9.83619 -14.27497
H 4.97352 13.48205 -16.94482
H 5.95521 12.20605 -16.23572
H 5.87496 13.88774 -15.58643
C 3.24844 22.04388 -17.14288
C 4.65539 22.33940 -17.81905
O 5.53779 21.21478 -17.80095
C 5.33797 20.09085 -18.56139
O 4.49770 19.91532 -19.45984
O 6.30521 19.19026 -18.25507
C 6.61525 18.10637 -19.14648
H 2.44016 22.73765 -17.37412
H 3.18725 21.94544 -16.05906
H 2.89772 21.07466 -17.49745
H 5.06885 23.24874 -17.38285
H 4.37374 22.69516 -18.81011
H 5.71355 17.50763 -19.27518
H 7.28458 17.33601 -18.76355
H 7.02209 18.42797 -20.10520
*
```